[1]
Density functional theory data (wB97M-V/def2-TZVPD) for C33H44AsBrKN4O6S as an isolated structure at a distorted geometry.

Geometry as ORCA input:
```
! wB97M-V def2-TZVPD RIJCOSX def2/J DEFGRID3
* xyz -1 1
K 0.10 -0.15 -0.42
Br -4.11 6.29 -1.57
C -3.48 4.54 -1.18
C -3.99 3.45 -1.89
C -3.53 2.18 -1.62
C -2.53 1.92 -0.63
O -2.10 0.74 -0.40
C -2.05 3.07 0.09
C -1.05 2.98 1.16
N -0.58 1.90 1.65
C 0.27 1.97 2.77
C 0.10 2.86 3.80
C 0.95 2.84 4.93
C 1.95 1.92 5.03
C 2.14 0.96 4.00
C 3.15 -0.03 4.06
C 3.26 -0.93 3.05
C 2.35 -0.85 1.97
N 1.42 0.05 1.87
C 1.30 0.97 2.87
C -2.52 4.34 -0.22
H -4.74 3.60 -2.65
H -3.91 1.33 -2.18
H -0.72 3.95 1.55
H -0.72 3.56 3.75
H 0.78 3.55 5.72
H 2.60 1.89 5.90
H 3.81 -0.06 4.91
H 4.03 -1.70 3.05
H 2.43 -1.56 1.15
H -2.12 5.19 0.33
C -3.00 -5.46 2.38
C -2.49 -4.05 2.10
C -1.85 -3.42 3.33
S -0.98 -1.88 2.99
O -0.32 -1.49 4.30
C -2.41 -0.77 2.73
C -2.70 0.10 3.94
C -3.30 -0.66 5.12
H -3.48 -5.89 1.50
H -3.74 -5.46 3.19
H -2.19 -6.12 2.68
H -3.32 -3.42 1.75
H -1.77 -4.05 1.29
H -1.06 -4.06 3.72
H -2.56 -3.23 4.14
H -3.28 -1.39 2.47
H -2.13 -0.18 1.86
H -3.40 0.88 3.61
H -1.79 0.61 4.25
H -4.20 -1.21 4.82
H -3.59 0.03 5.92
H -2.58 -1.37 5.53
C 3.26 -1.74 -6.06
C 2.69 -1.50 -4.67
C 2.87 -0.07 -4.09
C 2.38 1.00 -5.08
C 2.42 2.41 -4.50
C 4.35 0.14 -3.82
O 5.16 0.33 -4.72
N 4.73 0.07 -2.52
C 3.88 -0.11 -1.40
O 4.44 -0.24 -0.32
N 2.54 -0.10 -1.58
C 2.01 -0.03 -2.81
O 0.78 0.02 -3.00
H 3.14 -2.80 -6.32
H 4.32 -1.49 -6.11
H 2.74 -1.15 -6.82
H 3.12 -2.21 -3.96
H 1.61 -1.68 -4.67
H 1.36 0.74 -5.36
H 3.01 0.95 -5.97
H 1.79 2.49 -3.61
H 2.07 3.14 -5.23
H 3.44 2.69 -4.22
H 5.71 0.13 -2.32
C -3.04 -3.57 -1.74
As -2.54 -1.79 -1.14
C -4.23 -1.23 -0.43
C -2.15 -1.01 -2.85
O -1.28 -2.02 -0.07
H -3.83 -3.52 -2.49
H -3.38 -4.15 -0.88
H -2.16 -4.04 -2.17
H -4.95 -1.23 -1.25
H -4.16 -0.25 0.02
H -4.53 -1.98 0.30
H -3.04 -1.12 -3.46
H -1.34 -1.59 -3.28
H -1.83 0.03 -2.80
*
```

Calculated values
- Relative energy (zero: lowest compared OMol25 entry of this formula, charge and spin): 9.9 kcal per mole

[2]
Density functional theory data (wB97M-V/def2-TZVPD) for a 2-piece molecular cluster, C2H4P2S overall at a distorted geometry.

Geometry as ORCA input:
```
! wB97M-V def2-TZVPD RIJCOSX def2/J DEFGRID3
* xyz 0 1
C 0.49 -0.15 -0.21
C 0.90 -1.54 -0.18
P -2.55 3.24 1.20
P -0.65 0.73 -1.04
S 1.00 1.49 0.25
H 1.24 -1.96 0.78
H 1.78 -1.66 -0.93
H 0.00 -2.04 -0.51
H -2.21 1.88 0.62
*
```

Calculated values
- Relative energy (zero: lowest compared OMol25 entry of this formula, charge and spin): 107.5 kcal per mole

[3]
Density functional theory data (wB97M-V/def2-TZVPD) for C13H9N3PdS5 as an isolated structure.

Geometry as ORCA input:
```
! wB97M-V def2-TZVPD RIJCOSX def2/J DEFGRID3
* xyz 2 1
Pd -0.55 -0.55 -0.12
N 1.77 1.77 -0.18
C 2.29 0.50 -0.09
C 3.69 0.43 -0.05
C 4.31 -0.78 0.06
C 3.52 -1.93 0.13
C 2.17 -1.78 0.09
N 1.51 -0.59 -0.03
C 0.50 2.29 -0.09
C 0.43 3.69 -0.05
C -0.78 4.31 0.06
C -1.93 3.52 0.13
C -1.78 2.17 0.09
N -0.59 1.51 -0.03
H 2.48 2.48 -0.23
H 4.26 1.35 -0.10
H 5.39 -0.84 0.09
H 3.95 -2.91 0.22
H 1.57 -2.67 0.15
H 1.35 4.26 -0.10
H -0.84 5.39 0.09
H -2.91 3.95 0.22
H -2.67 1.57 0.15
S -5.68 -5.68 -0.04
C -4.56 -4.56 -0.06
S -2.82 -4.91 -0.05
C -2.27 -3.31 -0.05
C -3.31 -2.27 -0.05
S -2.89 -0.69 -0.06
S -4.91 -2.82 -0.05
S -0.69 -2.89 -0.06
*
```

Calculated values
- Electronic energy: -2783.348779 Ha

[4]
Density functional theory data (wB97M-V/def2-TZVPD) for a 2-piece molecular cluster, C12H18Cl2F3NO8P overall at a distorted geometry.

Geometry as ORCA input:
```
! wB97M-V def2-TZVPD RIJCOSX def2/J DEFGRID3
* xyz -1 1
C -1.57 0.17 3.49
C -0.43 -0.44 2.52
C 0.00 0.73 1.57
F 0.82 1.59 2.39
C 0.97 0.32 0.34
O 1.61 1.56 0.02
C 2.88 1.45 -0.58
C 3.33 2.95 -1.01
O 2.19 3.82 -0.88
O 2.41 4.72 0.15
C 0.13 -0.11 -0.98
O -1.14 0.53 -1.07
C -2.25 -0.25 -0.60
C -3.05 -0.99 -1.78
C -4.25 -0.14 -2.30
O -4.33 1.04 -2.17
F -5.26 -0.80 -2.98
C 0.14 -1.65 -1.31
O 0.55 -2.00 -2.40
N -0.35 -2.73 -0.47
C 0.33 -3.99 -0.75
O 1.12 -4.39 0.05
F 0.05 -4.74 -1.85
P 2.09 -1.05 1.02
O 3.10 -0.25 2.14
Cl 3.39 -1.83 -0.42
H -1.27 0.04 4.57
H -1.63 1.28 3.33
H -2.58 -0.25 3.26
H 0.37 -0.78 3.24
H -0.92 -1.32 2.02
H -0.86 1.37 1.25
H 2.89 0.86 -1.56
H 3.71 1.06 0.06
H 3.79 2.97 -2.02
H 4.06 3.30 -0.22
H 1.88 4.45 0.92
H 0.72 0.36 -1.82
H -3.00 0.48 -0.18
H -2.02 -0.95 0.25
H -3.45 -1.96 -1.37
H -2.35 -1.25 -2.61
H -0.17 -2.58 0.53
H 2.61 -0.39 2.98
Cl -4.26 -0.24 -4.81
*
```

Calculated values
- Electronic energy: -2685.927652 Ha

[5]
Density functional theory data (wB97M-V/def2-TZVPD) for one molecule with the formula CH2FNO2 at a distorted geometry.

Geometry as ORCA input:
```
! wB97M-V def2-TZVPD RIJCOSX def2/J DEFGRID3
* xyz 0 3
C 0.56 -0.76 -1.31
N 0.04 -1.00 -0.04
O 1.25 -1.54 -1.86
O -0.63 -0.01 0.87
F 0.54 -2.04 0.74
H 0.02 0.14 -1.77
H -0.65 -0.51 1.75
*
```

Calculated values
- <S²>: 2.02
- Relative energy (zero: lowest compared OMol25 entry of this formula, charge and spin): 51.7 kcal per mole

[6]
Density functional theory data (wB97M-V/def2-TZVPD) for C20H51GaNO10P2 as an isolated structure at a distorted geometry.

Geometry as ORCA input:
```
! wB97M-V def2-TZVPD RIJCOSX def2/J DEFGRID3
* xyz -1 1
C 0.56 1.66 2.79
C 0.63 2.94 1.95
P 0.80 4.53 2.90
C -0.05 4.14 4.50
Ga 3.14 4.68 3.17
N 3.67 6.10 4.44
C 2.86 6.97 4.57
O 2.07 7.84 4.77
P 4.28 2.71 3.88
O 5.74 2.76 3.49
H 0.52 0.80 2.12
H 1.45 1.54 3.41
H -0.33 1.65 3.41
H -0.27 3.00 1.35
H 1.50 2.89 1.30
H 0.45 3.40 5.12
H -0.22 5.06 5.05
H -1.03 3.74 4.25
H 3.74 5.03 1.74
H 4.19 2.50 5.29
H 3.67 1.54 3.35
C -2.80 -1.97 -1.83
O -2.71 -0.69 -2.44
C -3.01 0.38 -1.57
C -1.77 1.01 -0.97
O -1.04 0.10 -0.16
C 0.05 -0.51 -0.83
H -2.22 -2.66 -2.44
H -2.39 -1.96 -0.82
H -3.84 -2.30 -1.80
H -3.69 0.05 -0.78
H -3.53 1.15 -2.16
H -2.07 1.84 -0.33
H -1.13 1.41 -1.76
H 0.91 0.17 -0.86
H -0.20 -0.81 -1.85
H 0.33 -1.40 -0.26
C -3.41 -3.97 -5.84
O -3.99 -2.72 -5.52
C -3.05 -1.65 -5.49
C -3.03 -0.88 -6.79
O -2.61 -1.67 -7.89
C -3.69 -2.19 -8.64
H -4.20 -4.64 -6.16
H -2.67 -3.88 -6.64
H -2.91 -4.41 -4.96
H -2.05 -2.03 -5.25
H -3.35 -0.98 -4.68
H -2.31 -0.06 -6.69
H -4.01 -0.44 -6.98
H -4.09 -1.44 -9.33
H -4.50 -2.55 -8.00
H -3.31 -3.03 -9.23
C 0.44 0.05 6.87
O 0.83 1.33 7.34
C 0.07 1.80 8.43
C 0.74 1.56 9.76
O 0.91 0.18 10.05
C 2.19 -0.32 9.72
H 1.27 -0.35 6.29
H 0.22 -0.63 7.69
H -0.44 0.13 6.22
H -0.93 1.36 8.42
H -0.04 2.88 8.29
H 0.11 1.98 10.55
H 1.71 2.07 9.79
H 2.92 -0.05 10.50
H 2.54 0.07 8.76
H 2.12 -1.40 9.66
C 0.64 -1.79 -6.31
O 0.43 -2.46 -5.07
C 0.93 -3.78 -5.06
C 2.31 -3.88 -4.43
O 3.30 -3.16 -5.16
C 3.56 -1.87 -4.64
H 0.55 -0.72 -6.13
H 1.63 -1.99 -6.72
H -0.13 -2.09 -7.03
H 0.95 -4.20 -6.07
H 0.24 -4.38 -4.45
H 2.61 -4.93 -4.43
H 2.28 -3.53 -3.39
H 4.23 -1.93 -3.77
H 2.64 -1.36 -4.35
H 4.05 -1.30 -5.42
*
```

Calculated values
- Electronic energy: -4207.189170 Ha

[7]
Density functional theory data (wB97M-V/def2-TZVPD) for C7H15NO2 as an isolated structure at a distorted geometry.

Geometry as ORCA input:
```
! wB97M-V def2-TZVPD RIJCOSX def2/J DEFGRID3
* xyz 0 1
C -0.63 1.25 1.95
C -0.05 1.51 0.58
C -0.88 1.86 -0.46
O -0.07 0.15 2.63
H -0.43 -0.65 2.19
H -0.41 2.13 2.56
H -1.72 1.15 1.87
H 1.02 1.62 0.52
H -1.86 2.25 -0.20
H -0.46 2.39 -1.31
C 1.68 -1.36 0.57
C 1.27 -0.40 -1.63
C -1.50 -0.88 -1.35
N 0.69 -0.82 -0.36
C -0.62 -1.32 -0.29
O -1.03 -1.71 0.81
H 1.45 -1.26 -2.29
H 0.64 0.31 -2.15
H 2.36 -2.03 0.03
H 2.24 -0.55 1.03
H 1.18 -1.92 1.35
H 2.23 0.07 -1.43
H -2.51 -1.28 -1.24
H -1.14 -1.01 -2.36
H -1.44 0.50 -1.03
*
```

Calculated values
- Relative energy (zero: lowest compared OMol25 entry of this formula, charge and spin): 78.2 kcal per mole

[8]
Density functional theory data (wB97M-V/def2-TZVPD) for a 7-piece molecular cluster, C35H93N6O6 overall at a distorted geometry.

Geometry as ORCA input:
```
! wB97M-V def2-TZVPD RIJCOSX def2/J DEFGRID3
* xyz 5 1
C 12.89 -7.01 8.85
O 12.24 -5.77 8.86
H 13.98 -6.92 9.02
H 12.51 -7.69 9.63
H 12.76 -7.50 7.87
C 9.34 -13.87 14.36
C 10.86 -14.05 14.51
C 11.57 -13.82 13.21
N 13.06 -13.56 13.24
C 13.60 -13.81 11.86
C 15.08 -13.44 11.66
C 15.29 -12.01 12.14
C 14.80 -11.73 13.54
C 13.37 -12.19 13.77
C 13.66 -14.56 14.22
H 8.89 -13.84 15.35
H 8.90 -14.60 13.69
H 9.08 -12.90 13.90
H 10.91 -15.09 14.84
H 11.28 -13.42 15.30
H 11.14 -13.06 12.56
H 11.50 -14.66 12.51
H 13.02 -13.15 11.21
H 13.49 -14.88 11.69
H 15.32 -13.48 10.61
H 15.61 -14.17 12.28
H 14.94 -11.28 11.40
H 16.36 -11.82 12.03
H 14.88 -10.66 13.73
H 15.50 -12.22 14.22
H 12.71 -11.54 13.19
H 13.07 -12.08 14.81
H 14.74 -14.49 14.17
H 13.30 -15.55 13.97
H 13.33 -14.27 15.21
C 7.36 -9.34 11.71
N 8.71 -8.67 11.57
C 9.02 -8.50 10.12
C 8.65 -7.30 12.20
C 9.76 -9.62 12.12
C 9.63 -9.82 13.64
O 10.64 -10.65 14.17
H 7.15 -9.48 12.76
H 7.44 -10.28 11.17
H 6.62 -8.70 11.23
H 8.41 -7.68 9.73
H 8.80 -9.42 9.59
H 10.00 -8.03 10.01
H 8.58 -7.34 13.29
H 7.70 -6.92 11.83
H 9.57 -6.78 11.93
H 10.74 -9.26 11.83
H 9.57 -10.61 11.70
H 8.66 -10.25 13.91
H 9.64 -8.84 14.12
H 11.30 -10.10 14.61
C 12.67 0.68 5.24
N 11.96 -0.35 6.07
C 12.03 0.13 7.49
C 10.53 -0.41 5.70
C 12.67 -1.69 5.93
C 11.96 -2.87 6.58
O 12.93 -3.83 6.91
H 12.68 0.34 4.20
H 13.69 0.70 5.60
H 12.18 1.65 5.30
H 11.61 1.13 7.55
H 13.07 0.15 7.81
H 11.46 -0.57 8.09
H 10.07 0.58 5.75
H 9.99 -1.01 6.43
H 10.34 -0.68 4.66
H 13.63 -1.49 6.40
H 12.76 -1.82 4.86
H 11.15 -3.25 5.95
H 11.51 -2.54 7.53
H 12.60 -4.55 7.51
C 15.43 -7.34 2.32
N 14.97 -6.56 3.52
C 14.01 -5.47 3.11
C 14.30 -7.52 4.45
C 16.14 -5.89 4.17
C 17.20 -6.76 4.79
O 16.70 -7.36 6.00
H 16.20 -8.04 2.63
H 15.79 -6.62 1.59
H 14.58 -7.83 1.86
H 13.33 -5.90 2.38
H 14.58 -4.62 2.74
H 13.59 -5.16 4.06
H 14.14 -7.00 5.39
H 14.98 -8.34 4.60
H 13.36 -7.90 4.06
H 15.77 -5.21 4.93
H 16.57 -5.25 3.40
H 18.19 -6.31 4.92
H 17.40 -7.62 4.15
H 17.41 -7.53 6.62
C 14.48 -2.78 10.51
N 15.74 -3.54 10.19
C 16.93 -2.67 10.38
C 15.81 -4.73 11.10
C 15.64 -4.00 8.76
C 16.86 -4.63 8.10
O 17.24 -5.80 8.77
H 14.38 -2.05 9.71
H 14.62 -2.32 11.48
H 13.62 -3.45 10.40
H 16.94 -2.39 11.43
H 16.83 -1.78 9.76
H 17.84 -3.22 10.18
H 15.94 -4.39 12.12
H 16.71 -5.27 10.82
H 14.91 -5.31 10.97
H 15.23 -3.18 8.17
H 14.81 -4.71 8.70
H 17.69 -3.92 8.19
H 16.61 -4.68 7.04
H 17.86 -6.29 8.22
C 8.92 -3.81 12.48
N 8.72 -2.63 11.59
C 7.44 -1.94 11.95
C 9.80 -1.63 11.88
C 8.69 -2.83 10.09
C 9.59 -3.94 9.59
O 10.93 -3.73 9.97
H 8.18 -4.57 12.27
H 8.84 -3.43 13.49
H 9.93 -4.20 12.35
H 6.60 -2.56 11.66
H 7.37 -0.93 11.55
H 7.40 -1.79 13.03
H 9.75 -1.30 12.91
H 9.85 -0.87 11.10
H 10.77 -2.11 11.75
H 8.91 -1.92 9.56
H 7.69 -3.22 9.86
H 9.50 -4.07 8.51
H 9.24 -4.92 9.97
H 11.50 -4.37 9.49
*
```

Calculated values
- Electronic energy: -2167.416036 Ha

[9]
Density functional theory data (wB97M-V/def2-TZVPD) for a 11-piece molecular cluster, C2H25NO12 overall at a distorted geometry.

Geometry as ORCA input:
```
! wB97M-V def2-TZVPD RIJCOSX def2/J DEFGRID3
* xyz 1 2
O 1.05 0.04 -1.62
C 0.38 0.86 -2.22
O 0.62 2.14 -2.18
C -0.89 0.42 -2.93
N -1.91 1.38 -2.59
H 1.00 2.37 -1.23
H -0.62 0.28 -3.99
H -1.13 -0.53 -2.43
H -2.75 1.21 -3.14
H -1.60 2.32 -2.84
H -0.73 0.43 3.37
H -0.83 0.90 1.88
O -0.27 0.41 2.52
H -3.53 -1.09 1.77
H -4.05 -0.75 0.43
O -4.00 -0.37 1.30
H 1.73 2.33 2.79
H 1.28 1.02 2.23
O 2.02 1.67 2.15
H 2.41 3.53 -0.40
H 1.98 2.47 0.62
O 1.61 3.10 -0.06
H -2.20 1.63 0.16
H -2.98 1.19 1.34
O -2.15 1.68 1.14
H -0.10 -1.65 -0.31
H -0.20 -3.14 -0.55
O -0.27 -2.30 -1.02
H 2.97 -1.31 0.19
H 3.92 -0.52 1.24
O 3.06 -0.93 1.08
H 1.15 -1.18 1.13
H 1.57 -2.69 0.96
O 0.86 -2.06 0.90
H -1.35 -1.38 1.81
H -1.65 -2.66 1.15
O -1.93 -2.15 1.91
H 2.18 -1.70 -1.98
H 2.46 -2.86 -1.10
O 2.90 -2.10 -1.48
*
```

Calculated values
- <S²>: 0.76
- Electronic energy: -1048.495857 Ha

[10]
Density functional theory data (wB97M-V/def2-TZVPD) for a 2-piece molecular cluster, CH2N2O overall at a distorted geometry.

Geometry as ORCA input:
```
! wB97M-V def2-TZVPD RIJCOSX def2/J DEFGRID3
* xyz 0 1
C 0.92 -0.61 0.23
N -1.64 0.48 0.12
N -1.93 -0.55 -0.20
O 0.84 0.62 -0.12
H 2.09 -0.81 0.11
H -0.28 0.86 -0.13
*
```

Calculated values
- Relative energy (zero: lowest compared OMol25 entry of this formula, charge and spin): 70.6 kcal per mole